Entry 1:
Entry from the Open Molecules 2025 dataset: a single C19H26ClNO4 molecule (ωB97M-V/def2-TZVPD).

```
51
Properties=species:S:1:pos:R:3:mulliken_charge:R:1
C -3.758 -1.683 1.069 -0.959
C -2.633 -2.704 1.122 -0.340
O -1.354 -2.102 0.901 -0.260
C -0.973 -1.914 -0.360 -1.082
O -1.632 -2.223 -1.319 -0.646
C 0.418 -1.290 -0.461 3.221
C 0.242 0.185 -0.902 -0.709
C -0.916 0.860 -0.219 0.141
C -0.775 1.449 1.032 -0.157
C -1.858 2.053 1.647 -0.971
C -3.094 2.088 1.027 -0.532
C -3.227 1.510 -0.224 0.104
Cl -4.766 1.546 -1.020 -0.223
C -2.155 0.899 -0.849 -0.605
C 1.202 -2.086 -1.517 -1.480
C 2.641 -1.593 -1.608 -0.257
C 3.308 -1.634 -0.232 -1.020
N 2.530 -0.888 0.729 0.320
C 2.906 0.193 1.441 0.994
O 2.138 0.755 2.206 -0.706
C 4.315 0.745 1.272 -1.082
C 4.296 1.858 0.225 -0.573
O 3.970 1.316 -1.036 -0.114
C 3.881 2.292 -2.042 -0.915
C 1.174 -1.384 0.871 -2.005
H -3.552 -0.862 1.751 0.216
H -3.856 -1.287 0.063 0.212
H -4.693 -2.159 1.352 0.465
H -2.790 -3.481 0.366 0.343
H -2.558 -3.156 2.113 0.367
H 1.164 0.722 -0.680 -0.028
H 0.075 0.201 -1.980 0.658
H 0.184 1.442 1.529 0.541
H -1.737 2.503 2.621 0.435
H -3.942 2.559 1.500 0.444
H -2.285 0.448 -1.821 0.394
H 0.702 -2.006 -2.483 0.464
H 1.198 -3.142 -1.232 0.445
H 3.206 -2.221 -2.297 0.498
H 2.671 -0.569 -1.976 -0.053
H 4.310 -1.224 -0.319 0.436
H 3.377 -2.674 0.113 0.526
H 4.594 1.190 2.228 0.413
H 5.048 -0.013 1.008 0.331
H 5.282 2.348 0.178 0.495
H 3.550 2.615 0.513 0.364
H 4.830 2.829 -2.159 0.326
H 3.091 3.020 -1.820 0.364
H 3.645 1.770 -2.967 0.255
H 0.675 -0.800 1.644 0.641
H 1.213 -2.431 1.192 0.304
```

Results
- SMILES = CCOC(=O)[C@]1(Cc2cccc(Cl)c2)CCCN(C(=O)CCOC)C1
- 2S+1 = 1
- highest occupied orbital energy (eV) = -8.86
- gap between HOMO and LUMO (eV) = 9.6
- LUMO level (hartree) = 0.027

Entry 2:
Entry from the Open Molecules 2025 dataset: a single C19H17N5O3S2 molecule in a non-equilibrium geometry (ωB97M-V/def2-TZVPD).

```
46
Properties=species:S:1:pos:R:3:mulliken_charge:R:1
C 0.955 5.072 2.996 -0.842
O 1.274 4.905 1.635 -0.462
C 0.990 3.721 1.038 0.804
C 0.425 2.620 1.676 -0.495
C 0.181 1.459 0.966 0.367
C 0.494 1.382 -0.382 -1.321
N 0.233 0.201 -1.104 0.862
C -0.991 -0.369 -1.325 0.101
S -2.459 0.274 -0.647 -0.141
C -3.477 -1.249 -0.691 -0.713
C -4.142 -1.428 0.645 0.410
O -5.334 -1.351 0.816 -0.617
N -3.322 -1.647 1.735 -0.088
C -1.980 -1.888 1.791 0.387
N -1.208 -2.188 0.811 -0.159
C 0.076 -2.365 1.203 -0.705
C 0.309 -2.199 2.528 -0.288
S -1.153 -1.795 3.354 -0.235
N -0.884 -1.415 -2.095 -0.588
N 0.412 -1.571 -2.383 -0.498
C 1.093 -0.612 -1.806 0.593
C 2.523 -0.466 -1.859 1.098
C 3.374 0.271 -0.981 -0.695
C 4.636 0.071 -1.437 -0.782
O 4.632 -0.726 -2.521 -0.364
C 3.356 -1.063 -2.779 -0.062
C 3.055 -1.950 -3.928 -1.340
C 1.055 2.480 -1.028 0.085
C 1.304 3.635 -0.322 -0.732
H 1.250 6.090 3.244 0.243
H -0.119 4.954 3.174 0.336
H 1.510 4.371 3.628 0.329
H 0.171 2.652 2.723 0.436
H -0.254 0.606 1.464 0.035
H -2.790 -2.059 -0.933 0.466
H -4.241 -1.133 -1.458 0.418
H -3.814 -1.645 2.622 0.225
H 0.807 -2.622 0.459 0.507
H 1.229 -2.289 3.067 0.476
H 3.083 0.850 -0.129 0.568
H 5.586 0.427 -1.092 0.456
H 3.583 -2.896 -3.820 0.307
H 3.379 -1.489 -4.860 0.301
H 1.985 -2.135 -3.954 0.359
H 1.296 2.418 -2.078 0.509
H 1.739 4.496 -0.802 0.449
```

Results
- SMILES = COc1ccc(-n2c(SCC(=O)Nc3nccs3)nnc2-c2ccoc2C)cc1
- 2S+1 = 1
- highest occupied orbital energy (eV) = -7.91
- gap between HOMO and LUMO (eV) = 8.2
- LUMO level (hartree) = 0.012

Entry 3:
Entry from the Open Molecules 2025 dataset: a molecular structure, C12H42LiN12O18 in a non-equilibrium geometry (ωB97M-V/def2-TZVPD).

```
85
Properties=species:S:1:pos:R:3:mulliken_charge:R:1
Li -1.368 -1.873 2.129 0.699
C 0.776 0.788 1.779 0.902
C 1.094 1.340 0.555 0.317
C 0.371 0.987 -0.724 2.761
O 0.832 1.404 -1.895 -1.510
C -0.646 0.099 -0.723 -1.027
C -1.177 -0.492 0.480 -0.231
C -0.338 -0.150 1.887 0.513
O -0.716 -0.640 2.956 -1.058
O -2.094 -1.230 0.596 -0.313
O 2.140 2.086 0.650 -0.758
H 1.297 0.931 2.714 1.007
H -1.116 -0.186 -1.653 1.501
C -0.268 1.514 -4.870 0.639
O -0.205 0.930 -5.956 -0.761
N -0.683 0.987 -3.729 -0.482
N -0.022 2.800 -4.760 -0.247
H -0.409 1.588 -2.965 0.066
H -0.922 0.006 -3.756 0.366
H 0.156 3.347 -5.590 0.245
H -0.374 3.343 -3.984 0.187
C 1.663 -2.073 3.579 -0.055
O 2.340 -3.067 3.757 -0.820
N 1.947 -1.269 2.598 -0.039
N 0.664 -1.702 4.346 -0.182
H 1.381 -0.432 2.593 0.490
H 2.750 -1.444 2.012 -0.493
H 0.705 -1.994 5.312 0.284
H 0.221 -0.853 4.025 0.496
C -3.627 1.182 -0.577 -0.204
O -4.675 1.729 -0.933 -0.780
N -3.596 -0.120 -0.348 -0.354
N -2.406 1.693 -0.471 -0.177
H -2.760 -0.451 0.113 1.979
H -4.457 -0.640 -0.255 0.441
H -1.624 1.055 -0.427 -0.765
H -2.408 2.615 -0.882 0.362
C -3.483 -1.918 2.036 0.460
O -2.686 -1.130 2.545 -0.842
N -3.997 -1.691 0.825 -0.730
N -3.479 -3.095 2.364 -0.260
H -4.511 -2.425 0.359 0.270
H -3.732 -0.814 0.400 -0.075
H -4.021 -3.761 1.832 0.217
H -2.621 -3.412 2.792 0.276
C 3.289 -0.944 0.637 1.188
O 3.723 -2.000 0.911 -0.683
N 2.620 -0.606 -0.473 0.503
N 3.477 0.064 1.396 -0.354
H 2.491 0.344 -0.793 0.268
H 2.254 -1.215 -1.191 -0.107
H 2.919 0.896 1.268 -0.005
H 3.970 -0.034 2.272 0.306
C 1.905 -1.226 -3.126 0.181
O 2.875 -0.951 -2.418 -0.662
N 0.926 -0.371 -3.525 -0.283
N 1.748 -2.329 -3.721 -0.275
H 0.702 0.392 -2.902 -0.073
H 0.193 -0.651 -4.162 0.316
H 1.048 -2.383 -4.447 0.224
H 2.377 -3.084 -3.486 0.290
O -0.078 0.781 4.134 -0.737
H -0.364 0.300 3.358 -0.932
H -0.811 1.361 4.340 0.375
O 0.790 3.694 -0.981 -0.789
H 0.730 2.753 -0.815 -0.705
H 1.608 3.960 -0.562 0.281
O -0.792 -2.185 -1.614 -0.576
H -0.447 -1.293 -1.565 -0.927
H -1.157 -2.253 -2.496 0.467
O -0.357 -2.696 1.343 -0.517
H -0.776 -3.536 1.155 0.539
H 0.134 -2.490 0.548 0.066
O 3.002 1.000 -2.663 -1.002
H 2.967 0.050 -2.779 0.748
H 2.175 1.220 -2.232 -0.197
O -0.141 3.223 1.939 -0.782
H 0.322 2.387 2.000 -0.370
H 0.498 3.823 1.553 0.305
O 3.120 3.277 -0.415 -0.814
H 2.539 2.738 0.122 1.188
H 3.933 3.327 0.087 0.256
O -2.499 0.712 3.028 -0.963
H -1.671 0.337 2.729 0.489
H -3.155 0.050 2.810 0.450
```

Results
- 2S+1 = 1
- charge = -1
- highest occupied orbital energy (eV) = -6.03
- gap between HOMO and LUMO (eV) = 5.7
- LUMO level (hartree) = -0.013

Entry 4:
Entry from the Open Molecules 2025 dataset: a molecular structure, C3H5CaO3 in a non-equilibrium geometry (ωB97M-V/def2-TZVPD).

```
12
Properties=species:S:1:pos:R:3:mulliken_charge:R:1
H 0.485 -1.318 -1.550 0.237
C 0.714 -0.711 0.061 0.638
C -0.320 -1.531 -0.634 -0.962
O -0.721 0.240 0.320 -0.338
C -0.462 1.478 0.423 -0.378
O -1.466 2.127 0.956 -0.315
H 0.978 -1.210 1.011 0.336
H -1.238 -1.725 -0.066 0.344
H -1.264 3.070 0.982 0.344
H -0.016 -2.587 -0.654 0.316
Ca 1.641 2.057 -0.500 1.719
O 1.670 0.110 -0.350 -0.941
```

Results
- 2S+1 = 1
- charge = +1
- highest occupied orbital energy (eV) = -13.33
- gap between HOMO and LUMO (eV) = 8.2
- LUMO level (hartree) = -0.188

Entry 5:
Entry from the Open Molecules 2025 dataset: 2 unconnected molecules or ions with the total composition C6H16N2 in a non-equilibrium geometry (ωB97M-V/def2-TZVPD).

```
24
Properties=species:S:1:pos:R:3:mulliken_charge:R:1
C -1.710 -1.896 2.093 -0.687
N -1.719 -1.941 0.592 -0.022
C -1.907 -0.734 -0.054 0.075
N -2.234 -0.659 -1.329 -0.421
H -1.189 -2.800 2.434 0.305
H -1.174 -1.019 2.402 0.306
H -2.736 -1.873 2.455 0.355
H -1.950 -2.774 0.055 0.328
H -1.732 0.142 0.593 0.397
H -2.064 0.320 -1.528 0.357
C 2.153 1.716 1.514 -1.160
C 1.331 0.945 -2.311 -1.309
C 1.262 0.741 -0.775 0.032
C 2.402 1.478 0.012 -0.470
H 1.169 2.164 1.711 0.289
H 2.954 2.368 1.908 0.336
H 2.115 0.777 2.075 0.293
H 0.486 0.364 -2.827 0.299
H 2.261 0.592 -2.699 0.362
H 1.128 2.048 -2.498 0.341
H 1.194 -0.308 -0.575 0.376
H 0.211 1.175 -0.568 -0.066
H 3.377 1.050 -0.172 0.376
H 2.433 2.467 -0.474 0.308
```

Results
- 2S+1 = 2
- charge = +1
- highest occupied orbital energy (alpha / beta) (eV) = -14.25 / -14.25
- gap between HOMO and LUMO (alpha / beta) (eV) = 10.1 / 5.7
- LUMO level (alpha / beta) (hartree) = -0.154 / -0.314

Entry 6:
Entry from the Open Molecules 2025 dataset: a single C2H4OS molecule in a non-equilibrium geometry (ωB97M-V/def2-TZVPD).

```
8
Properties=species:S:1:pos:R:3:mulliken_charge:R:1
O -2.410 0.012 -0.129 -0.461
C -1.265 -0.386 0.042 0.032
C -0.040 0.556 0.142 -0.486
S 1.673 -0.100 -0.156 -0.212
H -1.229 -1.370 0.468 0.380
H -0.188 0.931 1.282 0.261
H -0.428 1.312 -0.533 0.330
H 2.188 -0.386 1.209 0.156
```

Results
- SMILES = O=CCS
- 2S+1 = 1
- highest occupied orbital energy (eV) = -9.56
- gap between HOMO and LUMO (eV) = 9.9
- LUMO level (hartree) = 0.014

Looking at energy for the records above, in order, we have -1555.55253 -2030.09738 -2500.13678 -1020.26179 -347.36071 -551.97352 hartree.
Looking at energy above the lowest of the compared OMol25 structures with the same formula, charge and spin for the records above, in order, we have 0.00 253.79 4029.56 474.56 146.13 144.83 kJ/mol.